Entry from OMol25: C22H46BaBrP3 as an isolated structure at a distorted geometry (ωB97M-V/def2-TZVPD).

```
73
Properties=species:S:1:pos:R:3:mulliken_charge:R:1
H 4.38307 -2.40627 1.64970 0.28
C -2.74162 1.21573 0.49716 -0.12
Br 3.42820 1.17017 -1.44255 -0.76
H -1.76156 -2.26228 -0.91643 -0.12
H -2.95789 0.77048 -2.49384 0.44
H -2.59096 3.01780 -0.70381 0.20
H -2.71441 -1.32144 -3.34228 0.58
H -3.36359 3.25942 0.84573 0.36
C -3.40913 -0.02158 0.44356 0.22
C 4.67874 -1.61947 0.95395 -1.16
H 3.97431 -1.61735 0.11839 0.14
C -1.45959 1.00617 1.04728 0.96
H 5.65872 -1.87937 0.55103 0.39
H 4.43884 2.42827 4.01775 0.30
H -4.24064 2.44787 -0.44432 0.36
H -0.66961 -3.65098 -1.00495 0.37
H 0.61233 -0.52148 2.29212 -0.19
H -0.73281 -0.87265 3.36378 0.32
H 5.31040 -0.28301 2.54147 0.46
P 3.02673 0.41149 2.01771 0.69
C -1.92635 0.43387 -2.38770 0.74
H -3.32799 -2.49184 2.33487 0.33
C -2.54888 -1.00787 0.96896 -1.12
H -3.70513 -2.80673 0.64663 0.47
H 5.17381 0.47168 0.95277 0.53
C -2.93359 -2.41776 1.31532 -1.50
H -2.15269 -3.64597 -1.97348 0.39
H -0.74902 -2.80370 -5.38259 0.40
C -1.75346 -0.79302 -3.32963 -0.77
C -1.05357 -3.27328 -4.44747 -1.34
H 3.77795 -2.00396 3.89848 0.36
C -4.77382 -0.26637 -0.13202 -1.82
H -0.55148 -4.23807 -4.37466 0.41
H -0.37347 2.84081 0.62824 0.29
H -1.33892 3.66805 -4.35659 0.43
H -2.75840 3.26966 -3.37651 0.36
H -2.08624 -3.10649 1.26256 0.36
H 2.44305 -1.79140 5.02543 0.36
H 4.67650 3.75764 2.89362 0.43
H -1.93467 0.09200 -1.33933 -1.96
H 3.45170 2.56057 1.10209 0.39
H 1.93865 0.43307 4.16216 0.37
C -1.34333 -3.02257 -1.58660 -0.78
H -2.23285 2.16434 -4.67084 0.40
H 0.68837 0.31509 -3.79184 0.31
H 3.68341 0.37905 4.37449 0.61
C -1.89531 2.85260 -3.89460 -1.46
C 2.85527 -0.04182 3.79964 -0.90
H -1.58073 -0.43551 -4.35000 0.37
C 4.55278 2.67556 2.96165 -1.35
H -0.23525 -2.05393 2.16605 0.41
C -3.25922 2.54238 0.02552 -1.41
C 2.79225 -1.55283 4.02016 -1.22
H -2.13361 -3.43102 -4.44904 0.39
C 3.35275 2.22197 2.13560 -0.57
P -0.53864 -2.22400 -3.04692 0.48
H 2.43608 2.67744 2.52268 0.39
H -0.80478 2.64016 2.31763 0.40
C -0.37376 -0.98020 2.33250 -0.88
H 5.47810 2.22051 2.60716 0.29
Ba 0.60498 -0.05939 -1.08660 0.81
H 2.11631 -2.03559 3.31191 0.20
H -5.43571 0.58768 0.02368 0.43
H -4.76108 -0.46170 -1.21446 0.15
H 0.50444 1.69236 1.63867 -0.48
C 4.71018 -0.24941 1.62776 -0.61
C -1.33998 -0.37497 1.35333 1.84
H 1.53714 1.81573 -3.59574 0.31
C 0.55256 1.40314 -3.83096 -0.94
C -0.49093 2.09311 1.42139 -0.75
H 0.26713 1.60402 -4.86353 0.40
H -5.25517 -1.12836 0.33334 0.47
P -0.81491 2.01375 -2.67459 0.86
```

The total charge is 0. The value obtained for the energy relative to the best compared isomer or geometry (same formula, charge and spin) is 243.5 kJ/mol. The largest force on an atom is 2.22 eV/Å. Its HOMO-LUMO gap is 6.418 eV.